Here is a structure of composition C3H5NO3P in a non-equilibrium geometry from OMol25. Energies are from ωB97M-V with the def2-TZVPD basis set.

```
13
Properties=species:S:1:pos:R:3:lowdin_charge:R:1
C -0.64902 0.03432 0.30458 -0.4496
C 1.38449 1.50075 0.02208 0.1846
C 0.83802 0.28598 0.13764 -0.2756
N 1.49630 -0.93687 -0.04944 0.0745
O -1.13430 -1.14254 -0.04291 0.0230
O -3.70775 -0.00046 -0.88116 -0.3273
O -1.48037 0.91387 0.53209 -0.0045
P -3.41189 -0.35034 0.42866 1.2442
H 0.79091 2.30583 0.33441 0.0835
H 2.31335 1.46745 -0.37046 0.0596
H 2.42969 -0.85756 -0.45983 0.1179
H 1.69735 -1.55815 0.70023 0.1023
H -0.56678 -1.66228 -0.65589 0.1675
```

- charge = +1
- energy above the lowest of the compared OMol25 structures with the same formula, charge and spin (kcal/mol) = 19.7
- gap between HOMO and LUMO (hartree) = 0.2841
- max |F| (eV Å⁻¹) = 4.0
- calculated total energy (a.u.) = -738.84819